Entry 1:
This record from OMol25 describes a molecular structure, C6H12Br6. The level of theory is the ωB97M-V functional and the def2-TZVPD basis.

Geometry as ORCA input:
```
! RIJCOSX wB97M-V def2-TZVPD def2/J DEFGRID3
* xyz 0 1
H -12.697 -1.702 -0.831
Br -18.847 -4.406 -2.181
Br -13.398 -3.436 -0.131
H -12.485 -2.802 -2.996
Br -18.029 -2.431 -0.093
C -12.929 -1.809 -2.922
C -17.575 -1.916 -2.928
H -15.624 -1.556 0.063
H -16.840 -2.012 -2.129
C -15.332 -3.567 -0.330
C -16.079 -2.442 0.507
H -16.974 -3.879 -3.860
H -15.522 -3.421 -1.393
Br -13.619 0.582 -1.454
H -11.412 -0.907 -1.589
Br -16.807 -0.706 -4.259
Br -14.874 -2.122 -2.928
H -18.441 -3.087 -4.377
H -18.491 -1.458 -2.554
C -17.810 -3.276 -3.507
H -12.497 -1.228 -3.737
H -15.926 -2.484 1.585
C -12.476 -1.106 -1.717
H -15.640 -4.586 -0.095
*
```

Calculated values
Kohn-Sham gap (hartree): 0.3301
HOMO (eV): -8.78
Energy relative to the best compared isomer or geometry (same formula, charge and spin) (kcal per mole): 94.5
LUMO level (eV): 0.198


Entry 2:
This record from OMol25 describes 2 unconnected molecules or ions with the total composition C6H12Cl2N3S2. The level of theory is the ωB97M-V functional and the def2-TZVPD basis.

Geometry as ORCA input:
```
! RIJCOSX wB97M-V def2-TZVPD def2/J DEFGRID3
* xyz 1 1
H 4.247 0.361 -0.648
H 0.767 -0.941 0.967
Cl -1.445 2.366 0.259
Cl 0.538 0.617 -2.309
N -2.031 -0.272 -1.508
H -1.958 0.116 -2.467
H 1.905 1.587 0.097
C -1.077 -0.337 -0.565
C 3.202 0.476 1.158
N 0.189 0.038 -0.755
H -3.302 -2.397 -0.460
S 2.452 -1.378 -0.688
H -4.058 -1.395 0.878
N 1.824 0.842 0.769
S -1.641 -1.187 0.855
H 3.917 1.380 1.264
C -3.279 -1.496 0.126
C 3.804 -0.448 0.041
C -3.385 -0.357 -0.957
H -0.252 2.438 0.744
C 1.190 -0.343 0.209
H 3.025 -0.090 2.169
H -4.171 -0.793 -1.614
H -3.649 0.535 -0.484
H 4.519 -1.126 0.489
*
```

Calculated values
Kohn-Sham gap (hartree): 0.3246
HOMO (eV): -12.32
Energy relative to the best compared isomer or geometry (same formula, charge and spin) (kcal per mole): 0.0
LUMO level (eV): -3.485


Entry 3:
This record from OMol25 describes a single C6H12Cl2NO4P molecule. The level of theory is the ωB97M-V functional and the def2-TZVPD basis.

Geometry as ORCA input:
```
! RIJCOSX wB97M-V def2-TZVPD def2/J DEFGRID3
* xyz 0 1
C -0.702 -0.407 1.470
P 0.469 1.097 -0.701
H -0.358 2.159 2.885
C -1.078 -2.762 0.896
H -0.514 -2.667 -0.020
Cl -1.683 -1.893 3.531
C 1.877 -0.475 -2.067
H 1.915 -0.752 -3.163
H 1.662 -1.219 -1.267
O -0.758 2.048 -1.044
O 0.721 0.342 -2.069
O -1.312 0.375 2.280
N -0.013 -0.264 0.276
H -1.145 2.129 1.216
H -2.077 -2.561 0.664
H -2.271 2.085 -2.641
H -2.654 1.276 -0.973
C -1.965 1.484 -1.776
C -0.674 -1.817 1.962
H -1.103 -3.778 1.348
Cl 1.025 -2.374 2.483
C -1.230 1.852 2.279
O 1.667 1.745 -0.209
H -2.040 2.231 2.784
H -1.680 0.445 -2.031
H 2.824 0.069 -1.790
*
```

Calculated values
Kohn-Sham gap (hartree): 0.3711
SMILES: CO/C(=N\P(=O)(OC)OC)C(C)(Cl)Cl
HOMO (eV): -9.96
LUMO level (eV): 0.136


Entry 4:
This record from OMol25 describes a molecular structure, C6H12ClIO2OsP. The level of theory is the ωB97M-V functional and the def2-TZVPD basis.

Geometry as ORCA input:
```
! RIJCOSX wB97M-V def2-TZVPD def2/J DEFGRID3
* xyz 3 5
H -2.263 0.994 -1.351
I 1.059 -1.451 -2.226
H -1.253 2.863 0.589
H 1.112 2.518 -1.599
O -0.391 -0.631 3.308
H -1.546 1.440 1.592
Cl -2.339 -1.093 0.534
H 0.719 -3.731 0.938
C 1.929 -1.144 0.710
H 0.037 2.307 1.682
C 1.381 1.759 -0.855
H 2.062 1.038 -1.319
Os 0.058 -1.223 0.352
C -0.015 -3.181 0.305
H 1.876 2.265 -0.018
H -1.022 1.890 -2.289
C -1.234 0.986 -1.708
C -0.776 1.972 1.022
H 0.067 -3.707 -0.668
H -1.138 -3.282 0.507
P -0.121 0.944 -0.302
H -1.074 0.095 -2.329
O 3.047 -0.883 0.944
C -0.176 -0.745 2.180
*
```

Calculated values
Kohn-Sham gap (spin up / spin down) (hartree): 0.3351 / 0.2101
HOMO (spin up / spin down) (eV): -22.23 / -22.74
Energy relative to the best compared isomer or geometry (same formula, charge and spin) (kcal per mole): 16.8
LUMO level (spin up / spin down) (eV): -13.114 / -17.024


Entry 5:
This record from OMol25 describes 2 unconnected molecules or ions with the total composition C6H12ClN. The level of theory is the ωB97M-V functional and the def2-TZVPD basis.

Geometry as ORCA input:
```
! RIJCOSX wB97M-V def2-TZVPD def2/J DEFGRID3
* xyz 0 1
H -1.234 0.406 -0.305
H 1.413 0.650 3.231
H 0.192 -2.323 -1.741
C -0.390 0.988 1.787
H -1.527 -1.552 -2.257
H -1.433 0.754 1.810
H 1.368 -1.527 0.646
C 0.082 -0.194 -1.657
C -0.343 -1.488 -2.174
C 0.541 0.268 2.697
H -0.468 1.759 -1.142
H 0.209 -0.674 3.214
N 0.619 -0.938 0.465
H 1.074 0.180 -1.885
H -1.681 0.879 -1.971
C 0.765 0.153 1.257
H -0.131 -1.503 -3.247
C -0.897 0.798 -1.230
H -0.308 2.016 1.628
Cl 2.149 1.348 0.872
*
```

Calculated values
Kohn-Sham gap (spin up / spin down) (hartree): 0.3039 / 0.3038
HOMO (spin up / spin down) (eV): -8.31 / -8.31
Energy relative to the best compared isomer or geometry (same formula, charge and spin) (kcal per mole): 109.1
LUMO level (spin up / spin down) (eV): -0.038 / -0.038


Entry 6:
This record from OMol25 describes a single C6H12ClNO2 molecule. The level of theory is the ωB97M-V functional and the def2-TZVPD basis.

Geometry as ORCA input:
```
! RIJCOSX wB97M-V def2-TZVPD def2/J DEFGRID3
* xyz 0 1
H -0.880 -0.533 1.615
H -3.447 0.062 1.353
H -1.914 -0.577 -1.307
H 2.254 2.457 -1.719
H 0.502 -1.978 0.103
H -0.391 0.738 0.448
O 2.617 1.963 0.764
H -2.967 1.243 0.144
H -2.128 -1.725 0.047
C 0.516 -0.971 -0.169
Cl 3.165 -1.281 -0.728
N 1.907 1.504 -1.382
H 0.510 -0.989 -1.219
H 2.766 -0.043 1.897
H 1.250 0.837 -1.872
C -3.062 0.130 0.263
C 2.150 1.186 -0.056
C -1.972 -0.736 -0.228
C 1.792 -0.404 0.350
O 1.945 -0.479 1.661
C -0.703 -0.270 0.482
H -3.909 -0.133 -0.445
*
```

Calculated values
Kohn-Sham gap (hartree): 0.3915
SMILES: CCCC[C@@](O)(Cl)C(N)=O
HOMO (eV): -9.96
Energy relative to the best compared isomer or geometry (same formula, charge and spin) (kcal per mole): 21.6
LUMO level (eV): 0.693


Entry 7:
This record from OMol25 describes a molecular structure, C6H12DyOP. The level of theory is the ωB97M-V functional and the def2-TZVPD basis.

Geometry as ORCA input:
```
! RIJCOSX wB97M-V def2-TZVPD def2/J DEFGRID3
* xyz 0 6
C 1.817 0.918 0.072
H -2.749 -2.873 -0.216
H 1.777 1.830 0.662
H -2.845 -1.684 -1.536
C 1.388 -0.644 -1.587
P -1.404 2.166 1.223
C 1.048 0.655 -1.133
H -1.345 2.876 -0.023
C 2.352 -1.186 -0.693
H 2.817 -2.167 -0.768
O -1.736 -1.154 0.118
H 3.297 -0.355 1.171
H -0.937 -0.660 -0.220
H 0.988 -1.140 -2.467
H -2.847 1.619 1.156
H 0.402 1.370 -1.636
Dy -2.119 -0.176 1.953
H -1.313 -2.602 -1.285
C 2.614 -0.223 0.329
C -2.181 -2.152 -0.805
H -1.612 3.296 2.109
*
```

Calculated values
Kohn-Sham gap (spin up / spin down) (hartree): 0.1996 / 0.1833
HOMO (spin up / spin down) (eV): -6.04 / -5.75
Energy relative to the best compared isomer or geometry (same formula, charge and spin) (kcal per mole): 0.0
LUMO level (spin up / spin down) (eV): -0.606 / -0.761


Entry 8:
This record from OMol25 describes a single C6H12F3NOSi molecule. The level of theory is the ωB97M-V functional and the def2-TZVPD basis.

Geometry as ORCA input:
```
! RIJCOSX wB97M-V def2-TZVPD def2/J DEFGRID3
* xyz 0 1
O -1.889 1.086 -0.417
H 0.157 -0.876 -3.237
C -1.293 -1.850 -0.430
H -2.292 -1.556 -0.759
C -1.102 1.198 0.482
C 1.768 -1.897 -0.516
H -1.167 -2.213 0.645
H 2.151 1.249 0.892
H 0.888 1.836 2.164
Si 0.255 -0.752 -0.691
H 1.287 -2.820 -0.239
N 0.080 0.604 0.522
H -1.032 -2.762 -1.054
H 1.220 0.423 -2.495
F -0.663 3.356 1.500
H -0.471 0.665 -2.561
C 1.215 1.017 1.484
F -1.261 1.737 2.857
C 0.283 -0.085 -2.473
C -1.407 2.246 1.631
H 2.273 -1.633 0.447
H 1.403 0.178 2.159
F -2.782 2.546 1.554
H 2.380 -1.699 -1.463
*
```

Calculated values
Kohn-Sham gap (hartree): 0.3859
SMILES: CN(C(=O)C(F)(F)F)[Si](C)(C)C
HOMO (eV): -9.90
Energy relative to the best compared isomer or geometry (same formula, charge and spin) (kcal per mole): 15.7
LUMO level (eV): 0.596